Here is a molecular structure, C39H37ClNP2Ru in a non-equilibrium geometry from the Open Molecules 2025 dataset. Energies are from ωB97M-V with the def2-TZVPD basis set.

Geometry as XYZ:
```
81
Properties=species:S:1:pos:R:3
Ru 0.325 0.002 -0.254
Cl 0.272 -0.044 -2.599
P -0.037 2.156 -0.345
P -0.040 -2.147 -0.238
C 0.090 3.170 1.182
C -1.532 2.914 -1.091
C 1.327 2.850 -1.364
C 1.502 -3.090 -0.604
C -0.603 -3.055 1.253
C -1.199 -2.777 -1.512
C 1.170 4.018 1.451
C 1.201 4.744 2.644
C 0.158 4.633 3.565
C -0.932 3.804 3.282
C -0.965 3.070 2.095
H 1.977 4.114 0.728
H 2.045 5.404 2.847
H 0.187 5.197 4.501
H -1.765 3.730 3.982
H -1.820 2.432 1.859
C 2.613 2.361 -1.127
C 3.701 2.912 -1.810
C 3.493 3.906 -2.768
C 2.197 4.359 -3.034
C 1.109 3.827 -2.341
H 2.753 1.539 -0.417
H 4.707 2.554 -1.589
H 4.340 4.330 -3.311
H 2.025 5.134 -3.780
H 0.095 4.162 -2.553
C -1.917 4.237 -0.815
C -3.051 4.775 -1.427
C -3.788 4.010 -2.338
C -3.384 2.708 -2.638
C -2.264 2.159 -2.009
H -1.339 4.847 -0.121
H -3.349 5.797 -1.192
H -4.671 4.438 -2.819
H -3.935 2.112 -3.366
H -1.931 1.150 -2.247
C -1.796 -3.789 1.294
C -2.153 -4.464 2.464
C -1.343 -4.391 3.600
C -0.148 -3.666 3.554
C 0.225 -3.011 2.379
H -2.429 -3.846 0.410
H -3.070 -5.053 2.483
H -1.635 -4.903 4.521
H 0.505 -3.618 4.428
H 1.176 -2.476 2.326
C 2.497 -2.440 -1.327
C 3.674 -3.115 -1.671
C 3.874 -4.431 -1.256
C 2.878 -5.085 -0.523
C 1.688 -4.426 -0.206
H 2.343 -1.404 -1.636
H 4.429 -2.599 -2.264
H 4.802 -4.952 -1.504
H 3.021 -6.115 -0.197
H 0.911 -4.949 0.352
C -0.928 -3.923 -2.265
C -1.874 -4.385 -3.182
C -3.068 -3.686 -3.373
C -3.323 -2.525 -2.637
C -2.385 -2.063 -1.711
H 0.013 -4.451 -2.135
H -1.666 -5.296 -3.745
H -3.801 -4.048 -4.097
H -4.253 -1.974 -2.778
H -2.554 -1.140 -1.152
H 3.170 -0.054 -3.958
H 2.469 -0.069 -4.232
C -0.546 -0.348 5.114
C 0.460 0.316 4.153
C 0.223 0.091 2.736
N 0.276 0.037 1.573
H -1.549 0.076 4.978
H -0.244 -0.164 6.153
H -0.576 -1.435 4.960
H 0.472 1.405 4.325
H 1.471 -0.072 4.367
```

- Charge: +3
- Multiplicity: 5
- Gap between HOMO and LUMO (alpha / beta): 7.53 / 3.40 eV

List of Mulliken charges in e, atom by atom: 0.37 -0.47 2.10 2.52 0.12 0.03 0.62 0.25 0.16 0.19 -0.12 -0.79 -0.53 -0.89 -0.10 0.44 0.46 0.44 0.48 0.44 -0.44 -0.90 -0.65 -0.74 -0.44 0.40 0.48 0.44 0.45 0.42 0.07 -0.67 -0.61 -0.60 -0.32 0.58 0.48 0.46 0.50 0.21 -0.27 -0.71 -0.56 -1.12 -0.36 0.43 0.45 0.45 0.60 0.75 -0.35 -0.78 -0.63 -0.74 -0.16 0.08 0.44 0.43 0.45 0.52 -0.36 -0.76 -0.65 -0.81 -0.13 0.39 0.46 0.43 0.45 0.35 0.07 -0.08 -1.06 -0.49 0.50 -0.61 0.36 0.40 0.19 0.19 0.38

---

Here is 11 unconnected molecules or ions with the total composition C39H37F9N2O31 in a non-equilibrium geometry from the Open Molecules 2025 dataset. Energies are from ωB97M-V with the def2-TZVPD basis set.

Geometry as XYZ:
```
118
Properties=species:S:1:pos:R:3
O -2.634 21.792 -3.929
N -1.700 22.416 -3.401
O -0.968 23.220 -3.914
C -1.528 22.225 -1.908
C -2.319 21.267 -1.266
C -2.138 21.012 0.079
C -1.166 21.771 0.788
C -0.464 22.784 0.197
C -0.554 22.993 -1.236
H -2.985 20.651 -1.832
H -2.648 20.265 0.657
H -0.989 21.588 1.844
H 0.356 23.287 0.720
H 0.079 23.723 -1.723
O -3.952 19.237 5.182
N -4.399 19.100 6.346
O -5.590 19.091 6.559
C -3.461 18.744 7.432
C -3.942 18.652 8.732
C -3.102 18.234 9.732
C -1.764 17.870 9.448
C -1.273 17.960 8.175
C -2.140 18.413 7.151
H -4.984 18.933 8.925
H -3.517 18.249 10.732
H -1.081 17.600 10.275
H -0.274 17.564 7.973
H -1.830 18.283 6.139
O -7.258 25.045 -2.038
C -6.792 23.961 -2.214
O -5.808 23.427 -1.458
C -5.334 22.265 -2.055
C -6.449 21.880 -3.027
F -7.159 20.797 -2.526
O -7.297 23.030 -3.097
H -4.352 22.330 -2.493
H -5.356 21.459 -1.240
H -6.176 21.640 -4.039
O -4.190 26.087 6.464
C -3.675 26.985 5.843
O -2.586 26.786 5.052
C -2.074 28.133 4.725
C -3.241 28.990 5.089
F -3.966 29.250 3.875
O -3.984 28.282 5.968
H -1.262 28.347 5.394
H -1.714 28.261 3.704
H -3.049 29.962 5.537
O -2.170 22.352 11.610
C -1.939 22.670 10.508
O -0.841 23.342 10.032
C -0.983 23.468 8.582
C -2.429 23.105 8.354
F -2.364 22.086 7.356
O -2.948 22.588 9.461
H -0.760 24.501 8.209
H -0.272 22.811 8.111
H -3.129 23.850 7.948
O 2.452 20.495 6.984
C 1.995 21.137 6.090
O 2.168 20.940 4.788
C 1.451 21.947 4.044
C 0.468 22.553 5.105
F -0.840 22.117 4.924
O 1.037 22.093 6.305
H 2.190 22.615 3.545
H 0.920 21.406 3.281
H 0.382 23.617 5.116
O -0.440 25.573 3.122
C -0.292 26.272 2.143
O 0.032 27.578 2.166
C 0.192 28.074 0.809
C 0.065 26.837 -0.058
F 1.256 26.395 -0.542
O -0.541 25.891 0.859
H -0.564 28.804 0.588
H 1.229 28.522 0.714
H -0.636 26.881 -0.914
O -7.406 25.665 3.090
C -7.753 24.595 2.668
O -6.862 23.657 2.182
C -7.668 22.811 1.319
C -9.004 22.861 1.911
F -9.168 21.852 2.867
O -9.020 24.190 2.458
H -7.658 23.230 0.319
H -7.269 21.796 1.324
H -9.777 22.748 1.114
O -4.780 19.249 -0.428
C -5.247 19.065 0.677
O -6.448 19.448 1.184
C -6.485 18.880 2.525
C -5.478 17.827 2.498
F -6.088 16.634 2.203
O -4.579 18.259 1.565
H -6.296 19.670 3.239
H -7.465 18.527 2.602
H -4.922 17.785 3.424
O -2.443 27.789 -0.555
C -3.492 27.354 -0.170
O -3.836 26.976 1.062
C -5.195 26.513 1.048
C -5.721 27.115 -0.233
F -6.097 28.407 -0.002
O -4.597 27.134 -0.973
H -5.162 25.411 1.037
H -5.739 26.918 1.919
H -6.571 26.696 -0.767
O -4.569 22.172 1.206
C -4.250 22.526 2.277
O -3.898 23.786 2.769
C -3.465 23.692 4.128
C -3.811 22.247 4.507
F -4.894 22.211 5.334
O -4.136 21.600 3.287
H -2.369 23.869 4.207
H -4.050 24.355 4.739
H -2.987 21.863 5.085
```

- Gap between HOMO and LUMO: 9.05 eV

Mulliken population analysis, charges in e, atoms 1 to 99: -0.62 1.10 -0.63 -0.28 -0.21 -0.55 -0.58 -0.09 -1.05 0.95 0.61 0.28 0.36 0.60 -0.51 1.11 -0.62 0.04 -0.40 -0.54 -0.39 -0.83 0.11 0.44 0.39 0.35 0.42 0.47 -0.55 0.40 -0.06 1.48 0.19 -0.29 -0.40 -0.63 -0.61 0.40 -0.51 0.47 0.04 -0.14 0.28 -0.28 -0.32 0.25 0.00 0.27 -0.45 0.47 -0.35 0.13 0.53 -0.26 -0.37 0.19 0.04 0.15 -0.52 0.53 -0.36 -0.08 0.22 -0.13 -0.30 0.23 0.12 0.27 -0.37 0.28 -0.42 -0.42 0.19 -0.39 0.29 0.26 0.32 0.37 -0.54 0.29 0.40 0.68 0.23 -0.31 -0.35 -0.38 -0.23 0.39 -0.58 0.70 -0.30 -0.36 0.68 -0.37 -0.28 0.05 0.47 -0.03 -0.64

---

Here is a molecular structure, C39H37F9OP2V in a non-equilibrium geometry from the Open Molecules 2025 dataset. Energies are from ωB97M-V with the def2-TZVPD basis set.

Geometry as XYZ:
```
89
Properties=species:S:1:pos:R:3
V 0.150 1.423 -0.853
C -1.843 3.938 1.763
C -1.043 2.883 2.127
C -1.573 1.658 2.781
C -1.990 0.367 1.950
C -2.930 0.551 0.794
C -3.869 1.520 0.519
C -4.203 2.615 1.511
C -3.371 3.884 1.694
C -0.423 0.736 -2.874
H -1.414 4.685 1.075
H -0.019 2.809 1.718
H -2.537 1.955 3.247
H -0.854 1.299 3.548
H -1.129 -0.245 1.608
H -2.426 -0.269 2.749
H -2.723 -0.196 0.029
H -4.227 1.687 -0.491
H -4.293 2.057 2.446
H -5.183 2.963 1.169
H -3.554 4.710 0.987
H -3.775 4.213 2.655
H -1.030 1.675 -3.143
H -1.054 -0.075 -2.307
H 0.707 0.939 -2.643
P 2.588 -1.170 0.629
P 0.442 -2.570 0.054
C 1.744 -1.760 2.156
C 0.577 -2.420 1.855
C 4.401 -1.698 0.762
C 4.956 -2.205 1.965
C 6.335 -2.494 2.055
C 7.167 -2.367 0.935
C 6.579 -1.995 -0.274
C 5.229 -1.689 -0.371
C 2.802 0.566 0.640
C 2.312 1.245 -0.529
C 2.486 2.674 -0.617
C 3.213 3.343 0.367
C 3.732 2.642 1.456
C 3.555 1.264 1.599
C 1.160 -4.324 -0.181
C 2.544 -4.512 -0.074
C 3.153 -5.761 -0.231
C 2.378 -6.895 -0.523
C 0.985 -6.754 -0.616
C 0.402 -5.480 -0.426
C -1.309 -2.864 -0.255
C -1.752 -2.976 -1.593
C -3.091 -3.194 -1.897
C -4.020 -3.320 -0.854
C -3.588 -3.254 0.477
C -2.227 -3.046 0.782
H 2.108 -1.435 3.143
H -0.162 -2.704 2.606
H 4.295 -2.439 2.812
H 6.747 -2.856 3.003
H 8.229 -2.589 1.028
H 7.206 -1.972 -1.147
H 4.788 -1.490 -1.333
H 1.922 0.719 -1.410
H 2.020 3.204 -1.480
H 3.359 4.417 0.231
H 4.303 3.204 2.226
H 4.018 0.777 2.421
H 3.200 -3.655 0.130
H 4.238 -5.854 -0.139
H 2.857 -7.874 -0.686
H 0.374 -7.629 -0.857
H -0.688 -5.412 -0.510
H -1.021 -2.917 -2.391
H -3.425 -3.310 -2.942
H -5.078 -3.507 -1.076
H -4.302 -3.375 1.297
H -1.927 -3.035 1.826
F -1.050 3.695 -4.040
C -2.360 3.908 -3.796
F -2.731 4.952 -4.617
F -3.059 2.824 -4.236
C -2.624 4.040 -2.157
O -2.040 3.199 -1.393
C -2.273 5.602 -1.931
F -3.198 6.449 -2.537
F -2.323 5.930 -0.578
F -1.047 5.952 -2.371
C -4.221 4.093 -2.133
F -4.829 4.716 -3.191
F -4.762 2.865 -2.106
F -4.694 4.738 -1.018
```

- Multiplicity: 4
- Gap between HOMO and LUMO (alpha / beta): 6.33 / 6.41 eV

List of Mulliken charges in e, atom by atom: 1.41 -0.73 -0.34 -1.03 0.52 -0.26 -0.40 -1.46 -0.61 -1.24 0.37 0.62 0.36 0.49 -0.84 0.42 0.58 0.49 0.69 0.38 0.31 0.54 0.38 0.31 0.44 0.05 0.16 -0.08 -0.79 0.02 -0.19 -0.60 -0.45 -0.63 -0.42 0.47 -1.18 0.12 -0.76 -0.61 -0.61 0.35 0.12 -0.78 -0.47 -0.78 -0.46 1.07 -0.32 -0.76 -0.51 -0.68 -0.36 0.55 0.48 0.33 0.39 0.40 0.41 0.45 0.58 0.55 0.45 0.36 0.58 -0.01 0.44 0.35 0.39 0.25 0.47 0.38 0.36 0.36 0.15 -0.21 0.29 -0.27 -0.27 0.28 -0.29 0.58 -0.27 -0.25 -0.26 0.51 -0.26 -0.29 -0.28

---

Here is a molecular structure, C39H37GeIrN4O2Se4 in a non-equilibrium geometry from the Open Molecules 2025 dataset. Energies are from ωB97M-V with the def2-TZVPD basis set.

Geometry as XYZ:
```
88
Properties=species:S:1:pos:R:3
Ir 0.035 -2.664 -0.237
C -0.925 -5.492 -0.191
N 0.333 -4.714 0.023
C 1.336 -5.048 -1.022
C 0.942 -4.381 -2.319
C 1.184 -4.961 -3.546
C 0.893 -4.246 -4.701
C 0.348 -2.982 -4.588
C 0.095 -2.467 -3.328
N 0.388 -3.150 -2.220
C 0.832 -4.848 1.421
C 0.141 -3.874 2.338
C -0.085 -4.137 3.674
C -0.715 -3.177 4.454
C -1.128 -1.993 3.871
C -0.876 -1.789 2.527
N -0.233 -2.699 1.794
C -2.155 -4.624 -0.195
C -3.435 -5.150 -0.159
C -4.514 -4.285 -0.200
C -4.283 -2.919 -0.267
C -2.982 -2.463 -0.304
N -1.941 -3.308 -0.281
H -1.015 -6.262 0.577
H -0.859 -6.004 -1.154
H 1.426 -6.128 -1.169
H 2.297 -4.657 -0.683
H 1.613 -5.953 -3.596
H 1.088 -4.677 -5.673
H 0.117 -2.386 -5.459
H -0.328 -1.485 -3.186
H 1.896 -4.603 1.410
H 0.706 -5.870 1.787
H 0.231 -5.081 4.097
H -0.887 -3.360 5.506
H -1.641 -1.229 4.438
H -1.177 -0.892 2.002
H -3.577 -6.220 -0.098
H -5.524 -4.673 -0.181
H -5.099 -2.211 -0.288
H -2.721 -1.415 -0.355
Se 2.330 -1.692 -0.412
Se 3.435 -2.622 1.355
Se 2.428 -0.993 3.377
Se 1.529 0.452 2.068
O 0.661 0.090 -1.984
C -0.279 0.186 -1.214
O -0.644 -0.749 -0.374
C -1.212 1.380 -1.189
C -0.593 2.687 -1.686
Ge 0.348 3.755 -0.317
C 2.148 3.071 0.016
C 2.895 3.502 1.117
C 4.189 3.053 1.328
C 4.770 2.166 0.431
C 4.053 1.743 -0.676
C 2.754 2.194 -0.882
C -0.820 3.780 1.260
C -0.357 3.883 2.572
C -1.237 3.903 3.646
C -2.604 3.812 3.430
C -3.086 3.719 2.132
C -2.201 3.711 1.064
C 0.524 5.568 -1.012
C -0.194 6.633 -0.472
C -0.094 7.906 -1.019
C 0.726 8.126 -2.115
C 1.458 7.077 -2.655
C 1.358 5.809 -2.103
H -1.611 1.472 -0.178
H -2.056 1.084 -1.826
H -1.372 3.337 -2.089
H 0.089 2.478 -2.512
H 2.474 4.208 1.823
H 4.745 3.396 2.191
H 5.781 1.814 0.593
H 4.500 1.054 -1.382
H 2.207 1.829 -1.741
H 0.703 3.947 2.775
H -0.852 3.993 4.654
H -3.290 3.826 4.267
H -4.152 3.657 1.952
H -2.603 3.666 0.057
H -0.840 6.471 0.384
H -0.660 8.723 -0.592
H 0.802 9.117 -2.544
H 2.103 7.248 -3.507
H 1.944 5.000 -2.528
```

- Charge: +1
- Multiplicity: 2
- Gap between HOMO and LUMO (alpha / beta): 6.74 / 6.44 eV
- Relative energy (zero: lowest compared OMol25 entry of this formula, charge and spin): 0.00 kcal/mol

List of Mulliken charges in e, atom by atom: 2.02 -1.45 -0.60 -1.64 1.36 -0.86 -0.47 -1.02 -0.14 0.15 -1.50 1.32 -0.79 -0.64 -0.99 -0.54 1.11 0.99 -1.01 -0.42 -1.15 -0.09 -0.39 0.55 0.56 0.47 0.46 0.50 0.44 0.48 0.51 0.18 0.42 0.54 0.44 0.56 0.72 0.52 0.44 0.51 0.60 -0.04 -0.35 -0.20 0.28 -0.59 0.25 -0.50 -0.30 -1.48 1.56 -0.10 -0.27 -0.84 -0.51 -0.64 0.19 0.62 -0.19 -0.72 -0.53 -0.73 -0.43 0.02 -0.33 -0.67 -0.43 -0.70 -0.33 0.05 0.38 0.51 0.58 0.30 0.42 0.41 0.45 0.23 -0.01 0.44 0.41 0.41 0.35 0.33 0.39 0.38 0.40 0.36

---

Here is a molecular structure, C39H37N8O3RbS3 in a non-equilibrium geometry from the Open Molecules 2025 dataset. Energies are from ωB97M-V with the def2-TZVPD basis set.

Geometry as XYZ:
```
91
Properties=species:S:1:pos:R:3
Rb -0.108 -0.248 -0.098
C -4.384 3.080 1.460
C -3.725 1.729 1.296
N -2.516 1.565 1.680
N -1.906 2.580 2.349
C -1.035 3.351 1.832
S -0.486 3.529 0.209
S -0.219 4.424 3.057
C -0.451 3.460 4.587
C -1.804 3.604 5.235
C -2.709 2.547 5.257
C -3.967 2.700 5.827
C -4.330 3.910 6.406
C -3.425 4.963 6.411
C -2.175 4.809 5.826
C -4.465 0.585 0.707
C -5.803 0.361 1.006
C -6.500 -0.737 0.508
C -5.822 -1.631 -0.330
C -4.497 -1.431 -0.662
C -3.754 -0.312 -0.166
O -2.555 -0.077 -0.492
H -3.778 3.823 0.937
H -4.409 3.370 2.515
H -5.391 3.093 1.044
H 0.332 3.833 5.251
H -0.248 2.422 4.330
H -2.438 1.605 4.798
H -4.668 1.874 5.803
H -5.315 4.032 6.843
H -3.694 5.909 6.867
H -1.476 5.639 5.813
H -6.311 1.047 1.681
H -7.536 -0.906 0.780
H -6.349 -2.497 -0.722
H -3.962 -2.119 -1.308
O 2.642 -1.800 -3.954
C 1.542 -1.593 -3.439
N 0.880 -2.313 -2.531
C 0.683 -3.618 -2.410
O 0.582 -4.485 -3.285
C 0.500 -4.042 -0.962
C 1.166 -5.178 -0.503
C 1.052 -5.527 0.832
C 0.267 -4.743 1.666
C -0.386 -3.655 1.110
N -0.280 -3.304 -0.171
C 0.773 -0.327 -3.786
C 0.361 -0.129 -5.101
C -0.469 0.943 -5.383
C -0.823 1.810 -4.357
C -0.317 1.564 -3.090
N 0.455 0.517 -2.805
H 1.759 -5.752 -1.203
H 1.568 -6.398 1.224
H 0.175 -4.961 2.723
H -1.042 -3.036 1.715
H 0.680 -0.823 -5.868
H -0.847 1.097 -6.387
H -1.483 2.649 -4.532
H -0.540 2.237 -2.264
N 5.183 -5.424 2.955
C 4.403 -4.733 3.810
S 4.460 -5.085 5.425
C 3.512 -3.703 3.209
C 2.680 -2.924 4.006
C 1.911 -1.935 3.416
N 1.910 -1.688 2.108
C 2.678 -2.451 1.342
C 3.486 -3.460 1.841
H 5.906 -5.973 3.392
H 5.413 -5.019 2.062
H 2.650 -3.096 5.073
H 1.269 -1.303 4.020
H 2.647 -2.248 0.275
H 4.061 -4.047 1.138
C 3.712 4.413 -1.587
C 3.538 3.145 -2.434
C 4.860 2.730 -3.087
C 2.469 3.370 -3.511
C 3.091 2.068 -1.536
N 2.747 1.244 -0.815
H 3.988 5.252 -2.231
H 4.490 4.273 -0.836
H 2.782 4.656 -1.069
H 5.205 3.527 -3.749
H 4.725 1.819 -3.673
H 5.628 2.542 -2.335
H 2.788 4.178 -4.174
H 1.515 3.639 -3.056
H 2.319 2.464 -4.101
```

- Charge: -2
- Gap between HOMO and LUMO: 3.98 eV
- Relative energy (zero: lowest compared OMol25 entry of this formula, charge and spin): 45.95 kcal/mol

List of Mulliken charges in e, atom by atom: 0.65 -1.47 0.56 -0.11 -0.29 -0.16 -0.31 -0.21 -1.17 0.83 -0.15 -0.53 -0.40 -0.52 -0.42 0.50 -0.49 -0.72 -0.31 -0.71 -0.28 -0.32 0.29 0.30 0.43 0.49 0.27 0.20 0.37 0.36 0.35 0.33 0.36 0.33 0.34 0.43 -0.74 -0.26 0.10 -0.24 -0.75 0.72 -0.70 -0.46 -0.56 -0.32 -0.11 0.48 -0.50 -0.37 -0.72 -0.37 0.65 0.44 0.46 0.44 0.46 0.49 0.39 0.44 0.17 -0.34 0.11 -0.42 1.30 -0.53 -0.54 -0.11 -0.58 -0.75 0.23 0.21 0.44 0.43 0.38 0.20 -1.69 2.59 -1.80 -1.53 -0.58 -0.37 0.40 0.41 0.33 0.40 0.39 0.41 0.53 0.28 0.27

---

What are the E values for these records? In order: -2799.78160, -4849.03118, -4108.72419, -13664.77226, -3390.88041 a.u..